1.
DFT (the ωB97M-V functional and the def2-TZVPD basis) results for an isolated molecule of C5H11NO.

For the frontier orbital gap, the calculation gives 10.11 eV. The value obtained for the strongest force on any atom is 0.0262 hartree/bohr. The energy above the lowest of the compared OMol25 structures with the same formula, charge and spin is 51.3 kcal per mole. The charge is 0.

Each line ends with the natural charge from an NBO analysis.
Cartesian coordinates (Å):
1 C -2.091316 -0.648143 -1.059607  -0.606
2 C -1.451242 0.123026 0.091311  -0.405
3 C 0.018986 0.356736 -0.149370  -0.053
4 C 0.875776 0.892796 1.007313  -0.476
5 N 0.838507 -0.854046 -0.302139  -0.640
6 C 1.918939 -0.313828 0.515319  0.262
7 O 2.990839 0.241854 -0.188761  -0.704
8 H -1.982616 -0.097112 -2.000930  0.207
9 H -1.609934 -1.623089 -1.198886  0.209
10 H -3.156708 -0.816035 -0.880847  0.210
11 H -1.944594 1.094098 0.228679  0.208
12 H -1.558456 -0.425824 1.038389  0.192
13 H 0.153706 0.963594 -1.056390  0.181
14 H 2.773017 1.176021 -0.207666  0.468
15 H 1.022601 2.002242 0.940953  0.206
16 H 0.412190 0.744998 1.989779  0.214
17 H 0.410700 -1.646006 0.174748  0.352
18 H 2.379598 -1.171284 1.058108  0.174

Cartesian forces, eV/Å:
-0.078 -0.039 -0.050
-0.047 -0.008 0.043
-0.316 0.034 -0.164
0.133 -0.581 0.055
-0.017 -0.177 -0.349
-0.422 0.398 0.493
-0.141 0.329 -0.173
-0.041 -0.072 0.138
-0.094 0.163 0.036
0.102 0.006 -0.050
0.020 -0.135 -0.008
-0.062 0.038 -0.129
-0.115 0.026 0.149
0.468 0.163 -0.423
0.927 -0.918 0.019
0.104 -0.366 -0.179
0.102 0.115 -0.108
-0.522 1.025 0.702


2.
DFT (the ωB97M-V functional and the def2-TZVPD basis) results for a structure of composition C46H65BrF3N2O2P3S3ScSi.

For the frontier orbital gap, the calculation gives 8.50 eV. The value obtained for the strongest force on any atom is 0.0164 hartree/bohr. The energy above the lowest of the compared OMol25 structures with the same formula, charge and spin is 18.8 kcal per mole. The charge is +1.

Each line ends with the Löwdin charge.
Cartesian coordinates (Å):
1 Sc 0.271586 0.203739 0.000018  0.450
2 N -1.136565 0.489960 3.117252  -0.378
3 P -0.230787 1.714009 2.363400  0.909
4 C -1.230579 3.218036 2.548220  -0.353
5 C -0.610692 4.453061 2.363004  -0.085
6 C -1.331500 5.626025 2.525371  -0.069
7 C -2.672163 5.577716 2.883501  -0.080
8 C -3.296866 4.353115 3.056323  -0.077
9 C -2.582437 3.177510 2.877718  -0.112
10 C 1.142712 2.054804 3.502102  -0.359
11 C 1.065572 1.749583 4.858180  -0.081
12 C 2.128351 2.039862 5.698843  -0.068
13 C 3.270968 2.643500 5.191021  -0.069
14 C 3.353118 2.950271 3.841237  -0.065
15 C 2.295854 2.650211 2.996242  -0.116
16 P -0.924364 -0.966999 2.285907  0.911
17 C 0.022904 -2.042951 3.403929  -0.357
18 C -0.106849 -1.917135 4.785583  -0.083
19 C 0.585613 -2.765662 5.632317  -0.065
20 C 1.406138 -3.755175 5.104100  -0.066
21 C 1.532202 -3.892235 3.730978  -0.064
22 C 0.845599 -3.035826 2.882294  -0.113
23 C -2.543703 -1.781195 2.270305  -0.352
24 C -2.587483 -3.163196 2.083389  -0.091
25 C -3.805753 -3.817511 1.999332  -0.070
26 C -4.990794 -3.100393 2.104512  -0.067
27 C -4.953569 -1.726389 2.290674  -0.065
28 C -3.734674 -1.067723 2.364694  -0.126
29 H -1.878554 0.656178 3.783756  0.072
30 H 0.440907 4.502983 2.106677  0.105
31 H -0.841457 6.580263 2.382802  0.111
32 H -3.228279 6.495125 3.024541  0.111
33 H -4.343959 4.308586 3.325966  0.112
34 H -3.100026 2.231834 2.978216  0.078
35 H 0.177183 1.276878 5.257909  0.092
36 H 2.065553 1.795365 6.751112  0.108
37 H 4.100829 2.867551 5.848156  0.108
38 H 4.247560 3.409837 3.441763  0.110
39 H 2.382924 2.856382 1.935148  0.101
40 H -0.747388 -1.150220 5.203624  0.098
41 H 0.485059 -2.659256 6.704320  0.109
42 H 1.948440 -4.416724 5.766509  0.109
43 H 2.174478 -4.659038 3.318355  0.110
44 H 0.964499 -3.136083 1.809142  0.092
45 H -1.668466 -3.734639 2.021929  0.104
46 H -3.830686 -4.890677 1.862643  0.111
47 H -5.941632 -3.613253 2.046155  0.110
48 H -5.873746 -1.163451 2.375209  0.111
49 H -3.724206 0.007211 2.484082  0.063
50 F 2.546538 -0.396502 2.244647  0.044
51 C 2.948293 -0.474778 1.004879  -0.018
52 F 1.810529 -1.309102 0.420878  -0.253
53 F 2.158995 0.901327 0.411017  -0.348
54 C 5.428279 -0.765281 -1.800051  -0.096
55 C 4.961438 -1.286809 -3.166190  -0.619
56 C 4.330256 -2.665206 -2.906379  -0.109
57 C 6.208708 -1.470717 -4.050573  -0.084
58 Si 3.741500 -0.073752 -4.006651  0.541
59 Br 1.719074 -0.442875 -2.952663  0.596
60 C 3.335690 -0.508500 -5.831602  -0.624
61 C 3.181737 -2.026770 -6.019983  -0.103
62 C 4.467985 -0.022927 -6.751087  -0.082
63 C 2.018770 0.115439 -6.324619  -0.117
64 C 4.120997 1.774558 -3.700886  -0.617
65 C 3.916528 2.172963 -2.231341  -0.106
66 C 3.193863 2.674622 -4.528966  -0.093
67 C 5.575572 2.091939 -4.095135  -0.079
68 H 6.063549 -1.528270 -1.338334  0.094
69 H 4.596891 -0.582643 -1.118506  0.047
70 H 6.025107 0.143480 -1.877559  0.069
71 H 5.105702 -3.336861 -2.525732  0.091
72 H 3.898298 -3.126166 -3.793561  0.058
73 H 3.551036 -2.596302 -2.145074  0.046
74 H 6.936450 -2.082999 -3.509799  0.092
75 H 6.697682 -0.523615 -4.289947  0.073
76 H 5.988371 -1.981230 -4.986036  0.065
77 H 4.095683 -2.576483 -5.807171  0.063
78 H 2.918914 -2.225879 -7.063344  0.090
79 H 2.381025 -2.433238 -5.397652  0.073
80 H 5.443892 -0.427719 -6.473793  0.071
81 H 4.543850 1.064124 -6.769939  0.068
82 H 4.257291 -0.351495 -7.773420  0.092
83 H 1.161204 -0.234111 -5.750680  0.040
84 H 1.864955 -0.185516 -7.365907  0.091
85 H 2.025457 1.202717 -6.297774  0.059
86 H 2.887298 2.013649 -1.913758  0.007
87 H 4.134235 3.241593 -2.131002  0.094
88 H 4.564709 1.639283 -1.543582  0.063
89 H 2.141018 2.474283 -4.316177  0.061
90 H 3.359245 2.579010 -5.601380  0.067
91 H 3.387849 3.718492 -4.263073  0.093
92 H 6.299830 1.561145 -3.475447  0.067
93 H 5.755432 3.162476 -3.954807  0.092
94 H 5.789919 1.862173 -5.138659  0.069
95 C -1.018188 1.772198 -4.698081  -0.064
96 C -2.010824 0.751926 -4.177969  -0.406
97 C -3.418862 0.964154 -4.695895  -0.035
98 O -2.048856 0.661595 -2.712359  -0.333
99 P -1.880681 1.804460 -1.624550  -0.038
100 S -2.477317 0.970517 0.069955  0.421
101 S 0.059034 2.317156 -1.378263  0.362
102 O -2.692137 2.974414 -2.301271  -0.276
103 C -2.940338 4.352939 -1.858851  -0.405
104 C -3.225635 4.413933 -0.376764  -0.066
105 C -1.798601 5.248939 -2.287681  -0.046
106 H -0.970377 1.682966 -5.784422  0.097
107 H -0.023423 1.592405 -4.294891  0.016
108 H -1.322921 2.788571 -4.457608  0.074
109 H -1.667455 -0.247301 -4.452381  0.141
110 H -3.772465 1.968235 -4.469134  0.080
111 H -4.103538 0.240062 -4.254313  0.087
112 H -3.430820 0.829874 -5.778444  0.091
113 H -3.840795 4.603422 -2.420342  0.147
114 H -2.342677 4.164454 0.208773  0.053
115 H -4.036346 3.736113 -0.103243  0.086
116 H -3.523246 5.430921 -0.117037  0.097
117 H -0.882880 5.004986 -1.750386  0.052
118 H -2.057085 6.286090 -2.071846  0.092
119 H -1.615831 5.158115 -3.358399  0.084
120 S -2.197525 -3.545041 -1.819107  1.083
121 C -0.534215 -3.923074 -1.695998  -0.355
122 C 0.145409 -2.846466 -1.242690  -0.287
123 N -0.628981 -1.729980 -0.983448  -0.123
124 C -1.890189 -1.983439 -1.246089  -0.502
125 H -0.140323 -4.886976 -1.968757  0.079
126 H 1.211590 -2.801919 -1.100609  0.078
127 H -2.674716 -1.255836 -1.110841  0.024

Cartesian forces, eV/Å:
-0.621 0.126 0.205
-0.282 0.032 -0.354
0.137 -0.052 0.094
-0.094 -0.015 0.020
-0.024 0.035 0.021
0.033 -0.010 0.004
0.018 0.038 0.002
-0.012 -0.001 -0.002
0.027 -0.017 -0.042
0.023 0.060 -0.002
-0.009 0.012 -0.034
-0.005 0.001 -0.003
0.002 -0.006 0.023
0.028 0.019 -0.002
-0.007 -0.009 -0.050
0.232 -0.084 0.177
-0.111 -0.042 0.042
0.016 0.028 -0.024
0.025 -0.023 -0.012
-0.012 0.019 0.033
0.017 -0.027 -0.008
0.012 0.007 -0.087
-0.036 -0.008 -0.052
-0.028 -0.017 0.016
-0.004 0.011 -0.014
0.009 0.012 0.003
-0.009 -0.037 -0.012
-0.011 -0.014 -0.004
0.174 -0.037 0.190
-0.011 0.005 0.005
0.001 -0.003 0.003
-0.002 0.002 0.001
-0.002 0.003 -0.002
0.026 -0.012 0.018
0.002 -0.005 0.009
0.001 0.002 0.000
-0.001 0.002 0.001
0.000 0.000 0.001
-0.014 -0.006 0.018
-0.002 0.007 0.007
0.000 0.001 0.002
0.001 -0.002 -0.002
-0.001 -0.002 0.000
-0.009 0.006 0.029
-0.007 0.003 -0.001
0.000 0.001 -0.004
0.001 -0.002 0.004
0.002 -0.002 -0.002
0.022 0.043 0.015
0.091 0.008 -0.074
0.049 0.012 -0.067
-0.055 -0.073 0.092
0.019 0.050 0.060
0.006 -0.011 0.000
0.023 -0.004 -0.015
-0.026 0.007 -0.014
0.008 0.028 0.015
0.018 -0.019 -0.039
0.006 -0.062 -0.006
-0.065 -0.081 0.005
-0.036 0.025 0.019
0.057 -0.003 -0.015
0.058 0.051 -0.021
0.066 0.032 -0.001
-0.019 0.035 -0.031
-0.029 0.018 0.012
0.014 -0.009 0.063
-0.001 0.002 0.002
-0.002 0.021 0.020
-0.008 -0.011 -0.008
0.005 0.003 0.007
0.025 0.018 0.051
-0.003 -0.005 -0.015
-0.001 -0.006 0.003
-0.021 -0.026 0.009
-0.018 -0.037 -0.045
0.054 -0.011 -0.007
-0.001 0.011 -0.004
0.009 0.006 0.013
-0.058 0.036 -0.020
-0.002 0.023 -0.007
0.008 0.009 -0.004
-0.018 -0.032 0.035
0.004 0.000 0.004
-0.031 -0.023 -0.002
-0.040 0.006 0.018
-0.002 -0.007 0.000
0.027 -0.026 0.038
-0.007 0.007 -0.006
0.023 -0.001 0.000
0.006 -0.007 0.006
-0.024 0.010 -0.008
-0.014 -0.003 0.001
0.009 -0.018 -0.024
0.008 -0.052 0.021
0.016 0.009 -0.037
0.016 -0.053 0.027
0.005 0.168 0.037
0.557 0.057 -0.630
0.065 0.011 -0.051
-0.163 0.044 -0.082
-0.197 -0.090 0.343
-0.007 -0.044 0.069
-0.157 0.017 -0.056
0.012 -0.050 -0.058
-0.003 -0.022 -0.001
0.017 -0.010 -0.001
-0.031 0.048 0.025
0.007 0.001 0.001
0.000 0.033 0.032
0.001 0.008 -0.004
0.015 0.004 0.005
0.019 0.032 0.018
0.074 -0.034 0.025
0.049 0.040 0.002
-0.003 -0.021 -0.010
0.003 -0.011 0.013
-0.026 -0.001 -0.007
0.019 0.008 0.005
-0.017 0.026 0.043
-0.013 0.056 0.004
0.069 -0.069 -0.036
0.068 -0.097 0.069
0.011 0.015 -0.031
0.001 -0.005 -0.009
-0.004 -0.005 0.012
-0.012 0.005 -0.005


Number 1: molecular weight 101.1 Da, highest occupied orbital energy -0.33332 Ha, E_LUMO 1.04 eV. Number 2: molecular weight 1077.1 Da, highest occupied orbital energy -0.40030 Ha, E_LUMO -2.39 eV.